1.
Molecular formula: C19H16BBrF4IrN4O
Method: DFT, ωB97M-V/def2-TZVPD

Computed properties:
- HOMO energy (spin up / spin down): -10.12 / -12.26 eV
- Spin multiplicity: 5
- E: -4130.4847 Ha
- Frontier orbital gap (spin up / spin down): 6.992 / 6.279 eV
- Charge: +1

Geometry (Å):
Ir (0.414, 0.181, -0.485)
C (1.343, 0.808, 3.660)
C (1.416, 0.609, 2.197)
N (0.278, 0.172, 1.465)
N (-0.650, -0.555, 2.037)
C (-1.451, -1.111, 1.102)
O (-1.139, -1.050, -0.161)
C (-2.656, -1.804, 1.508)
C (-2.986, -1.917, 2.864)
C (-4.140, -2.580, 3.233)
C (-4.968, -3.127, 2.260)
C (-4.647, -3.013, 0.912)
C (-3.494, -2.354, 0.532)
C (2.504, 0.879, 1.369)
C (3.732, 1.402, 1.827)
C (4.747, 1.646, 0.936)
C (4.559, 1.376, -0.423)
C (3.342, 0.877, -0.838)
N (2.342, 0.633, 0.010)
H (0.462, 0.315, 4.060)
H (1.267, 1.875, 3.891)
H (2.229, 0.415, 4.158)
H (-2.337, -1.485, 3.612)
H (-4.400, -2.670, 4.279)
H (-5.872, -3.644, 2.554)
H (-5.299, -3.438, 0.162)
H (-3.234, -2.254, -0.512)
H (3.854, 1.611, 2.880)
H (5.688, 2.047, 1.286)
H (5.338, 1.552, -1.149)
H (3.143, 0.662, -1.880)
F (-1.195, 3.424, 0.838)
B (-0.904, 2.918, -0.387)
F (-1.227, 3.695, -1.465)
F (-1.510, 1.600, -0.550)
F (0.523, 2.589, -0.458)
Br (1.442, -2.326, -2.034)
C (0.859, -0.965, -3.198)
C (0.861, -1.132, -4.565)
C (0.411, -0.071, -5.338)
C (-0.015, 1.095, -4.723)
C (0.014, 1.179, -3.345)
N (0.452, 0.154, -2.592)
H (1.199, -2.059, -5.002)
H (0.394, -0.161, -6.416)
H (-0.375, 1.938, -5.294)
H (-0.316, 2.063, -2.817)


2.
Molecular formula: C17H11LaN6O4S4
Method: DFT, ωB97M-V/def2-TZVPD

Computed properties:
- HOMO energy: -3.00 eV
- E: -2908.4650 Ha
- Frontier orbital gap: 6.793 eV
- Charge: -2

Geometry (Å):
La (-1.296, -2.068, -1.682)
S (-2.747, -2.079, 0.803)
C (-1.979, -0.812, 1.614)
N (-2.544, -0.215, 2.630)
N (-1.694, 0.677, 3.326)
C (-1.381, 1.947, 2.849)
C (-1.819, 2.449, 1.646)
C (-1.660, 3.817, 1.345)
C (-0.961, 4.663, 2.220)
C (-0.385, 4.101, 3.359)
C (-0.600, 2.752, 3.677)
N (-0.673, -0.249, 1.356)
N (-0.251, -0.228, 0.227)
C (0.986, 0.530, 0.033)
C (1.823, 0.998, 1.073)
C (3.036, 1.579, 0.726)
C (3.394, 1.746, -0.615)
C (2.577, 1.258, -1.616)
C (1.387, 0.621, -1.305)
H (-1.915, 0.668, 4.295)
H (-2.435, 1.851, 0.964)
H (-2.141, 4.127, 0.436)
H (-0.808, 5.737, 1.946)
H (0.207, 4.681, 4.047)
H (-0.159, 2.352, 4.555)
H (1.519, 0.935, 2.097)
H (3.625, 1.986, 1.542)
H (4.281, 2.274, -0.865)
H (2.825, 1.416, -2.667)
H (0.735, 0.277, -2.077)
S (-1.387, -4.901, -2.509)
C (0.308, -4.941, -1.979)
S (1.063, -3.525, -1.207)
C (1.042, -6.098, -2.176)
C (0.528, -7.239, -2.833)
N (0.180, -8.174, -3.380)
C (2.441, -6.159, -1.875)
N (3.560, -6.279, -1.657)
O (-2.641, -1.257, -3.775)
S (-1.749, -0.036, -3.722)
O (-1.979, 0.881, -4.836)
O (-1.959, 0.545, -2.349)
O (-0.356, -0.608, -3.644)


Looking at F_max for the records above, in order, we have 0.004; 0.042 hartree/bohr.
Looking at ΔE to the lowest compared entry with this formula, charge and spin for the records above, in order, we have 0.0; 0.0 kJ/mol.